[1]
Molecular formula: C4H7ClNO4S
Method: DFT, ωB97M-V/def2-TZVPD

Geometry as XYZ:
```
18
Properties=species:S:1:pos:R:3:forces:R:3
Cl 1.907 1.029 -1.066 0.92 0.57 -0.47
S 0.881 -1.882 -1.162 -0.72 -0.03 1.55
O 1.844 -2.731 -0.504 0.66 -0.16 0.20
O -0.501 -2.204 -0.728 0.28 -0.11 -1.09
O 1.109 -1.738 -2.582 -0.37 0.70 0.25
O -0.469 2.062 1.227 3.94 5.85 4.50
N -0.438 0.276 -0.146 4.32 -4.13 -2.57
C -1.011 1.260 0.516 -7.03 -4.49 -2.68
C 1.621 -0.427 1.161 1.45 -0.02 1.57
C 0.964 -0.174 -0.130 -1.66 0.33 -1.36
C -2.429 1.612 -0.044 1.65 -1.01 0.34
H 2.105 0.353 1.743 -0.32 1.14 -0.59
H -2.563 2.628 0.076 -0.66 2.38 0.45
H 2.425 -1.134 1.138 0.47 -0.59 -0.92
H -0.855 -0.556 -0.614 -1.25 0.87 0.90
H -3.280 1.052 0.313 -0.03 -0.29 0.52
H -2.320 1.442 -1.087 -0.02 -0.29 -1.25
H 1.009 -0.869 1.889 -1.64 -0.73 0.66
```
Forces are in eV/Å.

The value obtained for the HOMO energy (alpha / beta) is -1.0 / -5.8 eV. As for the net charge: -1. The spin multiplicity is 3. As for the expectation value of S²: 2.01. The gap between HOMO and LUMO (alpha / beta) is 4.60 / 6.34 eV. The value obtained for the lowest unoccupied orbital energy (alpha / beta) is 3.56 / 0.51 eV.

=====

[2]
Molecular formula: C12H20FN2S
Method: DFT, ωB97M-V/def2-TZVPD

Geometry as XYZ:
```
36
Properties=species:S:1:pos:R:3:forces:R:3
S -0.803 2.614 1.314 0.16 -0.16 0.46
F -2.144 0.072 0.814 0.52 -0.54 -0.01
N -0.389 4.211 1.120 -0.50 -0.24 -0.27
N 0.606 0.196 1.859 -0.88 -0.68 1.21
C 1.910 -4.572 -1.389 0.01 0.00 0.00
C 2.662 0.772 0.750 -0.43 0.53 -0.35
C -2.490 2.372 0.731 -0.03 0.48 -0.16
C 1.349 -3.749 -0.424 0.02 0.00 0.05
C 1.725 -1.842 -1.839 0.00 0.01 0.07
C 2.285 -2.665 -2.805 0.01 0.04 -0.04
C 2.380 -4.030 -2.577 0.00 -0.02 0.00
C 1.262 -2.381 -0.646 -0.01 0.02 -0.08
C -3.044 1.043 1.167 -0.50 -0.15 -0.31
C 0.300 1.773 0.149 0.23 0.12 0.38
C -4.345 0.776 0.477 -0.45 0.23 0.12
C 1.171 0.851 0.969 1.13 0.05 -0.54
H 2.644 -2.244 -3.734 0.01 0.00 0.00
H 3.005 1.211 -0.176 0.03 0.04 -0.34
H -2.604 2.516 -0.336 0.35 -0.04 -0.40
H 2.983 -0.254 0.803 0.14 -0.38 -0.02
H -4.211 0.539 -0.567 0.15 0.12 -0.38
H 2.820 -4.673 -3.328 0.00 0.00 0.00
H 3.119 1.329 1.555 0.30 0.16 0.28
H 0.980 -4.172 0.501 0.00 0.00 0.00
H 1.983 -5.637 -1.214 0.00 0.00 0.00
H 0.907 2.522 -0.331 -0.07 0.47 -0.33
H -4.858 -0.050 0.935 -0.12 -0.42 0.24
H -3.216 1.028 2.233 0.37 -0.11 0.48
H 0.824 -1.736 0.104 -0.07 -0.06 0.02
H -0.276 1.197 -0.558 -0.27 -0.10 -0.28
H -0.555 4.713 1.985 0.07 0.09 -0.01
H 1.274 -0.398 2.348 -0.12 -0.11 0.13
H -3.082 3.139 1.210 0.00 0.42 0.27
H 1.649 -0.775 -2.019 0.01 0.00 -0.02
H -4.989 1.643 0.590 -0.21 0.14 -0.14
H -0.835 4.664 0.328 0.18 0.12 0.00
```
Forces are in eV/Å.

The value obtained for the HOMO energy is -11.5 eV. As for the net charge: +1. The gap between HOMO and LUMO is 8.39 eV. The value obtained for the lowest unoccupied orbital energy is -3.10 eV.

=====

[3]
Molecular formula: C7H10N2
Method: DFT, ωB97M-V/def2-TZVPD

Geometry as XYZ:
```
19
Properties=species:S:1:pos:R:3:forces:R:3
N -1.892 -1.218 0.258 -1.04 -1.86 -0.39
N -1.179 -2.098 -0.254 -0.01 3.71 0.86
C -0.316 -0.285 -2.581 -0.39 0.69 -1.00
C -0.382 -0.396 2.428 1.63 0.87 0.81
C -0.646 0.285 -1.231 0.84 -0.81 -1.58
C 0.638 0.619 -1.919 1.18 -2.10 2.01
C 0.246 -0.265 1.045 -0.39 1.08 0.40
C 0.647 -1.452 1.930 0.52 2.47 0.37
C -0.712 -0.495 -0.036 0.59 -3.73 -0.48
H 0.808 0.661 0.691 0.07 -1.61 1.41
H -0.072 -1.320 -2.621 0.15 -0.57 -0.08
H 1.648 -1.287 2.380 -0.72 -0.91 -0.48
H 0.697 1.622 -2.128 0.48 2.05 -1.07
H -0.218 0.437 3.247 0.03 -2.19 -1.70
H -1.340 1.028 -1.310 -1.93 2.06 0.07
H 1.536 0.162 -1.460 -0.51 0.40 -0.45
H -1.347 -0.835 2.410 -0.97 0.22 0.20
H -0.795 0.141 -3.472 -0.14 -0.46 0.51
H 0.256 -2.428 1.580 0.63 0.68 0.61
```
Forces are in eV/Å.

The value obtained for the HOMO energy is -8.5 eV. Its SMILES is C1CC1C1(C2CC2)N=N1. The gap between HOMO and LUMO is 9.48 eV. The value obtained for the lowest unoccupied orbital energy is 0.96 eV.

=====

[4]
Molecular formula: C2H6N3
Method: DFT, ωB97M-V/def2-TZVPD

Geometry as XYZ:
```
11
Properties=species:S:1:pos:R:3:forces:R:3
N -0.377 -1.401 0.712 -0.45 -0.41 0.49
N 0.929 0.290 -0.025 1.03 3.33 1.31
N -1.260 0.851 -0.111 0.53 -1.09 0.08
C -0.223 -0.297 0.193 -0.65 0.41 -0.95
C 2.000 -0.193 -0.424 -0.63 0.23 0.21
H 2.917 0.308 -0.228 0.79 0.17 -0.32
H -1.239 -1.631 1.164 -0.72 -0.36 -0.05
H 1.765 -1.082 -0.881 1.36 -2.70 -1.48
H -0.886 1.613 0.476 -0.41 0.32 -1.04
H -1.503 0.992 -1.111 1.16 0.55 0.48
H -2.123 0.550 0.235 -2.01 -0.44 1.28
```
Forces are in eV/Å.

The value obtained for the HOMO energy is -14.9 eV. Its SMILES is [H]/N=C(\[NH3+])N=C. As for the net charge: +1. The gap between HOMO and LUMO is 10.51 eV. The value obtained for the lowest unoccupied orbital energy is -4.35 eV.

=====

[5]
Molecular formula: H20O10
Method: DFT, ωB97M-V/def2-TZVPD

Geometry as XYZ:
```
30
Properties=species:S:1:pos:R:3:forces:R:3
O 1.755 2.272 -1.472 0.04 0.52 0.82
O 1.247 -3.371 1.197 -0.11 -0.18 -0.19
O 3.733 0.640 1.158 0.12 0.00 -0.08
O -2.450 1.164 -1.667 -0.51 0.47 -0.84
O -1.405 4.574 1.091 -0.17 0.09 -0.03
O 1.016 0.704 -3.345 -0.38 -0.27 -0.82
O -1.389 0.485 0.482 0.27 -0.17 0.69
O 0.719 -1.409 -1.125 -0.04 -0.07 0.04
O -3.007 -3.577 0.342 0.12 -0.20 0.08
O 0.116 -1.434 3.180 -0.22 -0.08 -0.03
H 4.216 -0.022 0.651 -0.09 0.02 0.05
H -2.081 4.774 0.433 0.09 -0.02 0.05
H 1.050 -1.060 -0.291 0.09 -0.20 0.01
H -2.622 2.079 -1.420 0.04 -0.15 0.07
H -2.265 -3.917 -0.170 -0.09 0.14 -0.07
H 1.540 3.048 -2.002 0.09 -0.08 -0.03
H 1.125 -4.000 0.478 0.07 -0.09 0.11
H -0.445 -1.908 2.555 -0.16 0.27 0.19
H 4.025 1.479 0.784 -0.13 -0.04 -0.01
H 0.381 1.350 -3.675 0.00 -0.22 0.01
H 1.100 0.915 -2.408 0.22 -0.21 -0.41
H -1.786 4.886 1.920 0.09 -0.05 -0.04
H -0.460 0.576 0.724 -0.06 -0.05 0.16
H 0.929 -2.349 -1.086 0.11 0.28 0.02
H -3.302 0.727 -1.556 0.17 -0.06 0.01
H 0.956 2.112 -0.957 0.00 0.24 0.28
H 0.351 -3.094 1.421 0.25 -0.08 -0.07
H -3.532 -4.360 0.542 -0.01 0.09 0.01
H -0.031 -1.887 4.018 0.08 0.06 -0.03
H -1.827 0.264 1.312 0.12 0.05 0.07
```
Forces are in eV/Å.

The value obtained for the HOMO energy is -9.8 eV. Its SMILES is O.O.O.O.O.O.O.O.O.O. The gap between HOMO and LUMO is 9.88 eV. The value obtained for the lowest unoccupied orbital energy is 0.11 eV.

=====

[6]
Molecular formula: C6H16N
Method: DFT, ωB97M-V/def2-TZVPD

Geometry as XYZ:
```
23
Properties=species:S:1:pos:R:3:forces:R:3
N 3.099 0.384 0.384 -0.23 -0.19 -0.06
C 1.783 1.078 0.052 0.09 -0.44 0.09
C -2.770 0.241 -0.767 0.29 0.19 0.13
C -2.366 -0.679 0.412 0.31 0.85 -0.71
C 0.165 -0.935 -0.008 -0.50 1.08 -0.04
C -0.949 -0.377 0.916 -0.12 -0.63 0.00
C 0.957 0.133 -0.784 -0.33 -0.62 -0.61
H -3.199 -0.291 -1.607 -0.09 -0.19 -0.08
H 2.064 2.010 -0.424 -0.16 0.12 -0.06
H 1.270 1.233 0.993 0.11 0.43 0.22
H -3.502 0.971 -0.445 -0.19 0.17 0.04
H -2.411 -1.701 0.054 -0.14 -0.32 0.38
H 3.522 0.070 -0.491 0.16 0.04 0.06
H 0.816 -1.556 0.599 0.28 -0.35 -0.12
H -0.307 -1.533 -0.786 0.13 -0.40 0.17
H 1.567 -0.387 -1.522 0.51 -0.05 -0.03
H -1.928 0.826 -1.156 -0.03 -0.16 0.04
H -3.062 -0.500 1.226 -0.11 -0.39 0.07
H 2.920 -0.452 0.944 0.02 -0.02 0.03
H -0.873 0.695 1.083 0.16 0.23 -0.03
H -0.834 -0.851 1.890 0.01 0.05 0.17
H 3.765 0.969 0.889 -0.04 0.08 0.00
H 0.271 0.651 -1.450 -0.14 0.51 0.34
```
Forces are in eV/Å.

The value obtained for the HOMO energy is -14.4 eV. Its SMILES is CCCCCC[NH3+]. As for the net charge: +1. The gap between HOMO and LUMO is 10.64 eV. The value obtained for the lowest unoccupied orbital energy is -3.72 eV.

=====

Energy relative to the best compared isomer or geometry (same formula, charge and spin), respectively: 34.06 0.00 516.61 252.96 432.46 48.46 kJ/mol.
Largest force on an atom, respectively: 0.17044 0.03197 0.07395 0.07240 0.02121 0.02314 hartree/bohr.
E_tot, respectively: -37295.84564 -29293.85074 -10396.25679 -6632.46495 -20798.13051 -7964.92992 eV.